2 unconnected molecules or ions with the total composition C5H7NO, computed with the ωB97M-V functional and the def2-TZVPD basis.

```
14
Properties=species:S:1:pos:R:3:lowdin_charge:R:1
C 0.18432 1.07146 -1.31426 0.10
C -0.00499 0.08701 -0.64656 -0.18
C -0.22340 -1.16768 0.07783 -0.28
C -0.26901 -2.34392 -0.90520 -0.11
H 0.35263 1.94842 -1.89745 0.03
H 0.57420 -1.30089 0.81854 0.11
H -1.15469 -1.09723 0.65280 0.11
H -0.30773 -3.30030 -0.37580 0.07
H -1.14567 -2.26665 -1.55579 0.08
H 0.61606 -2.33800 -1.54913 0.08
N 0.47578 3.24514 1.15050 0.17
C 0.25453 2.18958 1.71605 -0.40
O 0.04072 1.13467 2.17390 0.15
H 0.59700 4.10200 1.66658 0.08
```

Summary:
- Lowest unoccupied orbital energy: 0.0294 hartree
- Molar mass: 97.117 g/mol
- Energy above the lowest of the compared OMol25 structures with the same formula, charge and spin: 45.4 kcal per mole
- E_tot: -8834.23614 eV
- Multiplicity: 1
- SMILES: C#CCC.N=C=O

***

C5H15N5 in the gas phase in a non-equilibrium geometry, computed with the ωB97M-V functional and the def2-TZVPD basis.

```
25
Properties=species:S:1:pos:R:3:lowdin_charge:R:1
C 2.39635 0.50716 -0.92706 -0.12
N 1.22559 0.15313 -0.25484 -0.15
N 1.10536 -1.16944 0.09222 -0.11
N 0.58957 -1.56939 1.35413 -0.08
C -0.75920 -1.13239 1.53124 -0.23
C -0.97242 0.44320 1.57486 -0.19
C -1.80692 0.84103 0.37117 -0.21
C -0.93197 1.41906 -0.78984 -0.23
N -0.02168 0.53150 -1.45493 -0.18
N -0.59797 -0.64891 -1.92459 0.03
H 1.92134 1.20216 -1.71686 0.11
H 3.04296 1.14478 -0.38646 0.05
H 2.93152 -0.36137 -1.27623 0.07
H 1.88878 -1.74491 -0.18062 0.12
H 1.15780 -1.19746 2.14759 0.13
H -1.20701 -1.56001 2.52679 0.14
H -1.29070 -1.48563 0.60142 0.09
H 0.03351 0.86256 1.41398 0.09
H -1.32091 0.66695 2.51494 0.06
H -2.39867 -0.04308 -0.02995 0.11
H -2.50913 1.61781 0.62108 0.09
H -1.66985 1.52421 -1.62582 0.12
H -0.36805 2.35787 -0.45555 0.14
H -0.54774 -1.39398 -1.17536 0.07
H 0.10943 -0.96485 -2.55130 0.06
```

Summary:
- Lowest unoccupied orbital energy: 0.0390 hartree
- Molar mass: 145.210 g/mol
- Energy above the lowest of the compared OMol25 structures with the same formula, charge and spin: 135.8 kcal per mole
- E_tot: -12873.33116 eV
- Multiplicity: 1
- SMILES: CN1NNCCCCN1N

***

A molecular structure, C56H43IN9O2PRe in a non-equilibrium geometry, computed with the ωB97M-V functional and the def2-TZVPD basis.

```
113
Properties=species:S:1:pos:R:3:mulliken_spin:R:1
Re -1.19499 -0.27842 -0.14895 1.63
C -3.07498 -4.60612 -4.87665 0.02
C -2.10071 -5.41634 -4.26525 0.00
C -1.23803 -4.99437 -3.27674 0.04
C -1.34656 -3.66290 -2.90053 0.02
C -0.85371 -2.95503 -1.68814 0.13
N -0.13099 -3.56759 -0.78964 -0.07
C -0.09846 -3.12621 0.47046 0.28
C 0.64212 -3.81707 1.48063 0.05
C 1.40983 -4.94802 1.44029 0.06
C 1.96669 -5.44723 2.61409 0.03
C 1.72678 -4.81904 3.86160 0.02
C 0.94314 -3.67052 3.93009 0.07
C 0.47459 -3.12210 2.73053 0.03
C -0.26938 -1.94514 2.39393 0.11
N -0.59636 -0.89356 3.18609 0.14
C -0.04122 1.97652 1.41031 0.03
N -1.21260 1.22090 1.20188 -0.07
C -2.31817 1.99747 1.57149 0.06
N -3.62752 1.67495 1.51626 0.01
C -4.05793 0.74581 0.66775 0.01
N -3.34152 -0.04969 -0.22251 -0.03
C -4.16612 -0.62766 -1.16374 0.02
N -3.82814 -1.32659 -2.27644 0.04
C -2.61288 -1.83208 -2.48010 0.06
N -1.53733 -1.76319 -1.56626 0.02
C -2.38392 -2.84677 -3.41381 0.02
C -3.26160 -3.33165 -4.39016 0.02
C -5.54212 -0.32791 -0.78429 0.02
C -6.78045 -0.62713 -1.34678 0.02
C -7.93021 -0.24885 -0.63055 -0.01
C -7.83824 0.46841 0.56693 0.02
C -6.63275 0.93563 1.01577 -0.01
C -5.45867 0.48561 0.38749 0.01
C -1.90525 3.25582 1.97324 0.02
C -2.61010 4.40184 2.27770 0.00
C -1.89075 5.54000 2.75368 0.01
C -0.50430 5.47112 2.84966 0.01
C 0.22449 4.36711 2.34570 -0.01
C -0.47142 3.25728 1.89748 0.02
N -0.61341 -1.90705 1.02607 -0.02
H -3.70209 -5.01327 -5.65536 0.00
H -2.00310 -6.42941 -4.62318 0.00
H -0.52951 -5.67979 -2.83451 0.00
H 1.61188 -5.35952 0.45005 0.00
H 2.56173 -6.35446 2.55944 0.00
H 2.22496 -5.34818 4.73496 0.00
H 0.66440 -3.18557 4.84688 0.02
H -4.03918 -2.69904 -4.80227 0.00
H -6.80922 -1.11670 -2.33296 0.00
H -8.90740 -0.60759 -0.97433 0.00
H -8.75401 0.65377 1.05544 0.00
H -6.50777 1.64462 1.83009 0.00
H -3.69980 4.35748 2.34725 0.00
H -2.42554 6.38039 3.05309 0.00
H 0.00671 6.36896 3.23185 0.00
H 1.32467 4.38688 2.49620 0.00
C 4.33264 0.14662 -5.11058 0.00
C 4.19833 1.71019 -5.11710 0.00
C 2.77776 2.03330 -4.56757 0.00
O 2.29115 0.77699 -3.96406 0.00
C 2.95290 -0.34209 -4.62341 0.00
H 5.12333 -0.12810 -4.40708 0.00
H 4.53748 -0.22694 -6.13880 0.00
H 4.41961 2.09672 -6.11154 0.00
H 4.91217 2.11949 -4.37215 0.00
H 2.00378 2.28556 -5.32462 0.00
H 2.73072 2.77636 -3.78875 0.00
H 2.32931 -0.70183 -5.45627 0.00
H 2.98426 -1.13439 -3.86511 0.00
C 0.68213 0.22375 6.44962 0.00
C 0.16773 -0.61535 5.45397 -0.01
C 0.24147 -0.23977 4.14157 0.00
C 1.11367 0.81808 3.76298 0.01
C 1.63614 1.66569 4.76613 -0.01
C 1.42980 1.33771 6.11162 0.00
P 1.49013 1.17838 2.02213 0.00
C 2.75128 2.40091 1.60704 0.01
C 4.01995 2.47118 2.29695 0.00
C 5.07964 3.16827 1.68952 0.00
C 4.91210 3.81819 0.46373 0.00
C 3.64327 3.81773 -0.13134 0.00
C 2.54417 3.15796 0.43620 0.01
C 2.23973 -0.30073 1.26746 0.02
C 2.25512 -0.44589 -0.14995 0.02
C 2.99918 -1.45508 -0.78392 0.03
C 3.70286 -2.36836 -0.06624 0.00
C 3.75823 -2.19798 1.32526 0.00
C 3.03752 -1.21428 2.02935 -0.02
H 0.44607 -0.09103 7.47223 0.00
H -0.41892 -1.48296 5.72054 0.00
H -1.53190 -0.50294 3.01231 -0.01
H 2.03334 2.63700 4.57208 0.00
H 1.75327 2.04163 6.91348 0.00
H 4.14957 1.91741 3.25606 0.00
H 6.01291 3.19010 2.18899 0.00
H 5.71458 4.33137 -0.09985 0.00
H 3.51310 4.40841 -1.02863 0.00
H 1.54993 3.27311 0.00513 0.00
H 1.77689 0.33133 -0.77218 -0.04
H 2.89893 -1.58619 -1.87074 0.00
H 4.19901 -3.22472 -0.51919 0.00
H 4.47251 -2.87090 1.92725 0.00
H 3.18066 -1.05226 3.10765 0.00
N -0.66576 0.57798 -3.62730 -0.01
C -0.96438 1.44181 -2.68427 0.02
O -0.66894 1.25122 -1.42301 0.11
C -1.68618 2.70729 -2.91468 0.00
I -1.49208 3.51060 -4.92308 0.00
H 0.14354 -0.04602 -3.52126 0.00
H -0.77503 0.97259 -4.56640 0.00
H -1.18076 3.37952 -2.22979 0.00
H -2.69144 2.61459 -2.57156 0.00
```

Summary:
- Lowest unoccupied orbital energy (spin up / spin down): -0.2323 / -0.2436 hartree
- Molar mass: 1218.106 g/mol
- Energy above the lowest of the compared OMol25 structures with the same formula, charge and spin: 18.9 kcal per mole
- E_tot: -95781.40543 eV
- Multiplicity: 4
- Net charge: +2

***

A gas-phase ion, C4H13N3 (charge -1) in a non-equilibrium geometry, computed with the ωB97M-V functional and the def2-TZVPD basis.

```
20
Properties=species:S:1:pos:R:3:mulliken_spin:R:1
C -0.09181 0.81297 -0.47514 0.49
C -1.36607 0.98243 0.31053 1.00
C -1.86481 -0.34190 0.84831 2.45
N -2.32291 -1.21231 -0.22824 0.11
N 1.00708 0.05135 0.18688 -0.24
C 2.22562 0.08902 -0.75575 0.29
N 3.26358 -0.72641 -0.33700 0.06
H -0.30693 0.26542 -1.31903 -0.04
H 0.17042 1.82352 -0.80962 0.01
H -1.09038 1.52704 1.32075 -0.26
H -2.11536 1.61334 -0.11570 -0.94
H -1.09939 -0.77728 1.52060 -0.21
H -2.77944 -0.29835 1.50303 -0.80
H -2.61744 -2.17741 0.03384 -0.28
H -3.19996 -0.71254 -0.30809 -0.34
H 1.23114 0.41741 1.03832 -0.20
H 2.64863 1.16398 -0.80046 -0.04
H 1.85336 -0.15990 -1.77076 0.03
H 3.33006 -1.69006 -0.50614 -0.02
H 3.12462 -0.65030 0.66366 -0.06
```

Summary:
- Lowest unoccupied orbital energy (spin up / spin down): 0.1458 / 0.1402 hartree
- Molar mass: 103.169 g/mol
- Energy above the lowest of the compared OMol25 structures with the same formula, charge and spin: 38.9 kcal per mole
- E_tot: -8825.96396 eV
- Multiplicity: 2
- Net charge: -1